Computed, not measured: a molecular structure, C33H34AsN5O2PdS4 in a non-equilibrium geometry, with ωB97M-V/def2-TZVPD.

The geometry in ORCA input format:
```
! wB97M-V def2-TZVPD RIJCOSX def2/J DEFGRID3
* xyz 0 1
Pd 1.17894 -0.02262 -1.03915
As 0.10624 -2.04862 -0.01745
S -2.65716 0.86518 -0.63005
S 1.84824 2.45168 -0.23565
S -0.39356 0.64138 -2.64525
S -4.45606 2.82638 0.76645
O 2.72744 -1.15522 0.14085
O 4.06114 -2.89712 -0.17575
N 1.37334 1.49198 2.19745
N -2.53315 3.37568 -1.04185
N -0.31476 2.72768 1.19185
N 3.31934 -0.00062 -2.20875
N -1.53526 2.87058 -1.79275
C 1.82984 -5.74182 2.32425
C -2.67876 7.54728 -0.77815
C 3.66754 2.17988 2.74275
C -1.43456 5.51058 -1.03415
C -3.85656 6.82038 -0.74195
C 0.77904 -3.09152 -1.51625
C 0.90284 2.16398 1.14685
C -1.47026 6.88898 -0.93995
C -1.13426 4.20668 2.97095
C 4.06344 -1.20192 -1.87145
C 1.18824 -4.38192 -1.14105
C -2.42455 -2.39802 -1.42775
C 3.57364 -1.83242 -0.50525
C -2.40076 -3.39862 0.75435
C -1.20276 2.82518 2.33185
C -1.42576 1.59508 -1.71195
C -3.26455 2.49128 -0.31725
C -3.69856 -3.83672 0.56375
C 1.41014 -4.66022 3.08175
C 1.22564 -4.59532 0.30245
C -4.36466 -3.55322 -0.61635
C -1.75116 -2.68522 -0.24625
C 0.86314 -2.68802 -2.83635
C 0.77814 -3.51332 1.07795
C 1.73324 -5.71632 0.94395
C -2.62096 4.78378 -0.96865
C -3.83775 5.44148 -0.84825
C 1.61204 -4.88602 -3.44635
C 0.87644 -3.54322 2.45615
C 2.74104 1.03928 2.33305
C 1.28134 -3.59002 -3.80315
C -3.72636 -2.82872 -1.61155
C 1.58864 -5.28122 -2.12055
H 1.51674 -4.68232 4.15715
H -0.13746 4.40288 3.35885
H -1.37976 4.96548 2.23135
H 1.91084 -5.59172 -4.20555
H 2.25914 -6.60502 2.81165
H 0.77214 1.37948 2.99875
H -4.75946 4.88558 -0.84125
H -4.80345 7.32588 -0.63665
H 2.74164 0.24948 3.08325
H -0.95286 2.05298 3.05965
H -1.87556 -3.62352 1.67695
H -2.70186 8.62288 -0.69195
H 3.05914 0.60928 1.37925
H -1.85006 4.27268 3.78525
H 3.30734 2.66888 3.64555
H -0.52796 3.33268 0.40845
H 5.13954 -1.01822 -1.76195
H 2.07714 -6.55822 0.36255
H 4.66324 1.79278 2.93255
H -0.49466 4.99668 -1.17655
H -5.37846 -3.89642 -0.76345
H -2.22226 2.63148 1.99355
H 3.91044 -1.97292 -2.62735
H -0.54746 7.44658 -0.98965
H 3.72794 2.91798 1.94855
H 3.75294 0.82348 -1.79455
H 0.55274 -2.68022 3.03155
H 1.89484 -6.28352 -1.86135
H -4.19156 -4.40292 1.33965
H 0.60724 -1.66602 -3.11575
H 3.20324 0.13838 -3.20895
H -1.92086 -1.84302 -2.21595
H 1.34294 -3.28702 -4.83765
H -4.24276 -2.60072 -2.53345
*
```

The value obtained for the HOMO-LUMO gap is 0.2301 Ha. As for the lowest unoccupied orbital energy: -1.78 eV. The value obtained for the relative energy (zero: lowest compared OMol25 entry of this formula, charge and spin) is 174.3 kJ/mol.

Computed, not measured: a molecular structure, C33H34BrO4PRhS2 in a non-equilibrium geometry, with ωB97M-V/def2-TZVPD.

The geometry in ORCA input format:
```
! wB97M-V def2-TZVPD RIJCOSX def2/J DEFGRID3
* xyz 0 2
Rh 0.78939 0.34281 0.66041
Br -1.25397 1.39210 2.15244
S 1.84962 1.12784 -2.42027
S 0.67021 -1.86679 2.55983
P 3.20159 -0.14857 1.34382
O 1.09715 -0.55161 3.04556
O -0.61044 0.78050 -0.71568
O 0.03764 -2.67709 3.56033
O -0.03812 -1.73316 1.25920
C -3.80536 1.26263 1.07793
C -6.24675 1.12859 0.43058
C 4.60736 1.05630 -0.74441
C 5.99606 0.00511 1.95368
C 3.31533 -4.77350 1.72331
C 5.05649 1.17316 -2.09237
C 3.19123 -1.99456 1.41714
C 2.94729 -0.72521 -1.39068
C -7.12330 1.19858 -0.81957
C -4.26691 0.96757 -1.19649
C 4.40134 0.46199 3.69778
C -2.47264 1.17939 0.74587
C 4.26859 -2.72517 0.91691
C 2.16659 -2.68943 2.06343
C 4.67275 0.13772 2.36975
C 5.43929 0.63872 4.60240
C 6.75388 0.49487 4.18576
C 7.03094 0.17796 2.86012
C -1.93711 0.94956 -0.51966
C 4.39708 0.52998 -3.07626
C 3.63036 0.19018 -0.37645
C 1.95558 0.30444 -0.92592
C -1.23855 0.73076 -3.50510
C -3.39220 -0.45834 -3.61845
C -2.68680 0.79256 -3.06984
C -6.58522 2.32682 1.32677
C -3.28994 2.04181 -3.73804
C 2.23064 -4.07085 2.21883
C -6.57434 -0.16842 1.18302
C -4.75884 1.13231 0.08479
C 3.11730 -0.16200 -2.80471
C 4.33069 -4.10073 1.05522
C -2.91360 0.89477 -1.54814
H -7.66377 2.37941 1.49329
H -1.19964 0.73324 -4.59960
H 5.91857 1.78510 -2.31946
H -7.63332 -0.20042 1.45329
H 5.21745 0.89425 5.63027
H -0.73734 -0.16214 -3.13560
H -5.98451 -0.25042 2.09812
H -2.99514 -1.36025 -3.14720
H -4.46895 -0.43415 -3.44982
H 8.05576 0.05977 2.53218
H -6.35103 -1.03858 0.56206
H 5.07501 -2.21182 0.40257
H 3.37114 0.56410 4.02164
H -6.26425 3.26180 0.86217
H 7.56444 0.62776 4.89065
H 4.74589 0.60392 -4.09971
H -3.22798 -0.53395 -4.69729
H -4.98204 0.89752 -2.00381
H 1.41936 -4.56885 2.73247
H -6.10446 2.25242 2.30365
H 3.37096 -5.84619 1.85677
H -6.90613 2.08969 -1.41362
H -8.17353 1.24050 -0.52332
H -3.16638 1.98213 -4.82301
H 2.73391 -0.78927 -3.60155
H -0.70215 1.60004 -3.13994
H 5.17493 -4.64555 0.65169
H 6.23568 -0.23368 0.92387
H -2.78633 2.94467 -3.38398
H 5.05839 1.68374 0.01741
H -4.35454 2.14654 -3.52623
H -6.99631 0.31875 -1.45376
H 2.87710 -1.78093 -1.16008
H -4.08110 1.41726 2.11308
*
```

The value obtained for the HOMO-LUMO gap (alpha / beta) is 0.2041 / 0.2032 Ha. As for the lowest unoccupied orbital energy (alpha / beta): -1.80 / -1.85 eV. The value obtained for the relative energy (zero: lowest compared OMol25 entry of this formula, charge and spin) is 380.6 kJ/mol.

Computed, not measured: a molecular structure, C33H34GeMoN3OSi2 in a non-equilibrium geometry, with ωB97M-V/def2-TZVPD.

The geometry in ORCA input format:
```
! wB97M-V def2-TZVPD RIJCOSX def2/J DEFGRID3
* xyz 1 1
Mo 0.34861 0.19791 0.33758
Ge -1.80609 -0.73493 -1.38887
Si 0.65180 -0.22772 2.86705
Si 2.64369 -0.90549 0.40923
O 0.37339 1.99588 0.76474
N 3.18485 3.37924 -0.41029
N -1.02424 3.51054 1.72869
N 0.60852 6.60247 1.59787
C 2.82688 -2.73578 0.04665
C 0.15378 3.24983 1.14900
C -0.43260 -4.25383 -4.23000
C -5.84036 0.33394 -1.85150
C -1.63133 2.21370 -1.53756
C -1.04904 3.42690 -1.87773
C -1.02203 1.00887 -1.90098
C -3.72609 -0.61360 -1.19116
C 0.16017 3.45292 -2.55978
C 0.77863 2.26593 -2.93081
C 3.36366 -0.52278 2.08958
C 2.50632 -0.15454 3.13227
C 4.73406 -0.63532 2.33138
C 2.28561 3.77711 0.18752
C -6.50132 -0.56095 -1.02241
C 0.50182 -3.61062 -3.42918
C -2.16223 -2.81506 -3.37984
C 0.10137 -2.57374 -2.60124
C 0.06416 -1.93690 3.35872
C -4.45528 0.31029 -1.93773
C -1.23065 -2.15858 -2.57952
C 3.44684 0.08619 -0.97729
C -1.76151 -3.85745 -4.20451
C -5.78215 -1.49033 -0.28320
C 0.18370 1.05189 -2.61629
C 4.40087 0.00236 4.62444
C 3.03773 0.11152 4.39622
C -4.39873 -1.51750 -0.36817
C 0.89117 5.53780 1.26500
C 5.25039 -0.37557 3.59088
C -0.78908 -1.28364 0.31756
C -0.23706 1.03510 3.92530
C 1.12203 4.18617 0.89609
H 0.62383 4.39955 -2.80356
H 2.38701 0.40555 5.21246
H -2.56380 2.20213 -0.98490
H -3.84347 -2.25114 0.20578
H -1.29341 -2.13252 0.77267
H 2.72448 -2.96671 -1.01454
H 6.31381 -0.46507 3.76916
H -6.40493 1.04925 -2.43468
H -2.49111 -4.36245 -4.82343
H 1.71788 2.29142 -3.46729
H 3.83124 -3.03210 0.36021
H 5.40920 -0.91702 1.52978
H -6.30077 -2.19491 0.35317
H 3.80394 1.05371 -0.62351
H 0.12865 2.05177 3.78170
H -1.22720 4.43768 2.06704
H -1.53218 4.35447 -1.59724
H -1.65253 2.75656 1.94312
H 0.37134 -2.13387 4.38893
H -3.20199 -2.50847 -3.36844
H -7.58092 -0.53980 -0.95739
H 0.64023 0.12689 -2.95678
H -3.95037 0.99752 -2.60553
H 0.51068 -2.70494 2.72544
H 4.80304 0.21018 5.60722
H -0.08186 0.76709 4.97283
H -1.02260 -2.03277 3.30677
H 2.10923 -3.34039 0.60185
H 2.78326 0.27607 -1.82494
H 0.83017 -2.09463 -1.95595
H -1.31514 1.01712 3.75021
H 1.53738 -3.92560 -3.44324
H 4.29000 -0.49862 -1.35321
H -0.12335 -5.06820 -4.87142
*
```

The value obtained for the HOMO-LUMO gap is 0.2302 Ha. As for the lowest unoccupied orbital energy: -5.20 eV. The value obtained for the relative energy (zero: lowest compared OMol25 entry of this formula, charge and spin) is 27.5 kJ/mol.